Record 1
# C36H41AsN2O5SeW

A molecular structure, C36H41AsN2O5SeW at a distorted geometry (wB97M-V/def2-TZVPD, the Open Molecules 2025 dataset).

Each line ends with the Mulliken charge.
CARTESIAN COORDINATES (ANGSTROEM)
W (-0.27668, 0.47499, 0.75512)  0.62
O (-0.15791, 2.99123, 3.80196)  -0.43
C (0.98197, 3.81782, 3.58869)  -0.20
C (0.67267, 4.88766, 2.55007)  -0.89
N (0.22359, 4.32790, 1.27842)  0.41
C (-1.15854, 4.30918, 0.96280)  -1.14
C (-2.01171, 3.07935, 1.30462)  0.35
O (-3.17142, 3.00605, 1.40862)  -0.42
O (-1.27033, 1.79814, 1.44575)  0.67
C (1.18609, 3.97886, 0.26333)  -1.46
C (1.10077, 2.47674, 0.18116)  0.50
O (1.49208, 1.75926, 1.13640)  -0.18
O (0.30924, 1.89124, -0.66739)  -0.56
H (-0.65356, 3.32601, 4.55712)  0.28
H (1.77990, 3.16987, 3.22680)  -0.10
H (1.32920, 4.28483, 4.51320)  0.58
H (1.54606, 5.52535, 2.38852)  0.45
H (-0.11566, 5.54307, 2.92638)  0.38
H (-1.34593, 4.48270, -0.10496)  0.39
H (-1.68897, 5.10716, 1.48970)  0.47
H (2.18852, 4.25970, 0.58458)  0.44
H (0.97646, 4.43571, -0.70765)  0.34
C (4.25147, -0.01402, 1.59670)  -1.96
C (3.15103, -0.90774, 1.07910)  1.53
C (2.13529, -2.83829, 1.09890)  -0.12
C (0.90219, -2.86583, 0.23337)  -0.21
C (0.05063, -4.06633, 0.50241)  -2.17
C (0.55091, -1.85040, -0.59633)  0.56
As (-1.34217, -1.86184, -1.13581)  0.41
N (-1.75786, -0.58669, 0.39818)  0.25
C (-2.98420, -0.84069, 1.06102)  0.94
C (-4.05049, -1.43634, 0.38705)  0.36
C (-5.24814, -1.65096, 1.04411)  -1.10
C (-5.39087, -1.28735, 2.37731)  -0.65
C (-4.33157, -0.69701, 3.04801)  -1.05
C (-3.12998, -0.46366, 2.39818)  -0.37
C (-1.56523, -0.83668, -2.76402)  0.46
C (-2.17319, 0.40792, -2.94447)  1.13
C (-2.84130, 1.23220, -1.87269)  -1.61
C (-2.19180, 0.93694, -4.23564)  -1.02
C (-1.67336, 0.26479, -5.33072)  0.50
C (-1.71732, 0.85902, -6.70684)  -1.53
C (-1.13757, -1.00544, -5.12567)  -0.94
C (-1.07926, -1.57293, -3.86597)  0.93
C (-0.51740, -2.96319, -3.71139)  -1.76
C (1.41086, -0.68240, -0.88029)  0.33
C (1.40445, -0.12040, -2.29206)  -1.47
C (2.45502, -0.29550, -0.08636)  -1.03
H (4.82964, -0.50293, 2.37443)  0.48
H (3.83133, 0.90769, 2.00259)  0.20
H (4.93567, 0.24843, 0.78738)  0.41
H (2.21574, -3.78385, 1.62968)  0.88
H (0.68409, -4.95095, 0.57010)  0.57
H (-0.71614, -4.24609, -0.24757)  0.46
H (-0.44535, -3.95841, 1.47359)  0.36
H (-3.97012, -1.71545, -0.65698)  0.45
H (-6.07313, -2.10196, 0.51039)  0.45
H (-6.32587, -1.46658, 2.88960)  0.44
H (-4.43341, -0.41872, 4.08801)  0.45
H (-2.32312, -0.00497, 2.95313)  0.38
H (-3.09125, 0.68283, -0.96862)  0.03
H (-3.77108, 1.64146, -2.26532)  0.77
H (-2.21076, 2.08267, -1.59195)  0.10
H (-2.65795, 1.90427, -4.38686)  0.43
H (-2.20394, 1.83219, -6.70534)  0.37
H (-2.26220, 0.20695, -7.39026)  0.38
H (-0.71049, 0.98160, -7.10825)  0.34
H (-0.76379, -1.57000, -5.97235)  0.45
H (-0.13308, -3.31987, -4.66566)  0.46
H (-1.27829, -3.68200, -3.39273)  0.36
H (0.32065, -3.02172, -3.00763)  0.31
H (0.49903, 0.41088, -2.56303)  -0.09
H (1.51668, -0.95080, -2.99187)  0.39
H (2.24995, 0.54970, -2.43411)  0.62
H (3.03243, 0.52511, -0.50366)  0.55
Se (0.47464, -0.86966, 2.63971)  0.02
C (2.22432, -1.62151, 2.08515)  1.29
C (3.48887, -2.35766, 0.50544)  0.16
C (4.67285, -3.03171, 1.11523)  -1.18
C (4.87644, -3.21687, 2.42083)  -0.66
C (4.01155, -2.73953, 3.49459)  -0.86
C (2.89065, -2.02225, 3.38004)  -1.06
H (3.55901, -2.39418, -0.58011)  0.53
H (5.41773, -3.40427, 0.42289)  0.47
H (5.77177, -3.74069, 2.72958)  0.49
H (4.34110, -2.96273, 4.50185)  0.49
H (2.40984, -1.70842, 4.29874)  0.39

Calculated values
**Total charge**: +2
**HOMO level**: -0.49419 Ha
**Energy relative to the best compared isomer or geometry (same formula, charge and spin)**: 4.616 eV
**Largest force on an atom**: 1.3 eV Å⁻¹
**Orbital gap**: 5.39 eV
**Multiplicity**: 1
**Electronic energy**: -179208.577 eV



Record 2
# C36H41BF3IN10O2S

A molecular structure, C36H41BF3IN10O2S at a distorted geometry (wB97M-V/def2-TZVPD, the Open Molecules 2025 dataset).

Each line ends with the Mulliken charge.
CARTESIAN COORDINATES (ANGSTROEM)
C (3.99169, -4.23429, 5.30031)  -1.19
C (3.89868, -2.84088, 4.68802)  -0.28
O (2.52491, -2.37227, 4.76184)  -0.11
B (2.17177, -1.37340, 3.93717)  0.55
O (3.06723, -0.39943, 3.54464)  -0.47
C (0.63104, -1.26314, 3.42152)  1.89
C (0.61896, -0.26824, 2.34663)  -1.04
N (0.62792, 0.50118, 1.49521)  -0.53
N (-0.29847, -0.73581, 4.45294)  -0.72
C (0.06718, -0.55893, 5.59794)  0.48
S (0.48794, -0.41401, 7.08078)  -0.35
C (0.04435, -2.61196, 2.82611)  0.34
I (1.56857, -3.88608, 2.02339)  0.22
C (-0.83245, -2.29876, 1.70482)  0.08
N (-1.48544, -2.06706, 0.79056)  -0.81
C (-0.86763, -3.36822, 3.83966)  0.76
F (-2.06768, -2.79979, 3.93272)  -0.20
F (-1.06797, -4.62928, 3.39610)  -0.28
F (-0.29316, -3.45110, 5.03922)  -0.18
H (4.24539, -4.95005, 4.52501)  0.32
H (3.05353, -4.56073, 5.72940)  0.30
H (4.79940, -4.26085, 6.02047)  0.32
H (4.52852, -2.15345, 5.23714)  0.35
H (4.19733, -2.87953, 3.64912)  0.33
H (3.20199, 0.26905, 4.22716)  0.28
N (-3.29556, 0.38340, 0.08552)  0.25
C (-3.98389, 0.03039, -1.03764)  -0.72
C (-4.93102, 0.99274, -1.27173)  -0.33
C (-4.80258, 1.96852, -0.24437)  0.00
C (-3.78110, 1.56287, 0.57506)  -1.36
H (-2.54425, -0.14833, 0.49014)  0.24
H (-3.74344, -0.87186, -1.57237)  0.42
H (-5.63580, 0.99423, -2.08736)  0.42
H (-5.38858, 2.86433, -0.11764)  0.57
H (-3.35992, 2.01060, 1.45954)  0.50
N (0.05913, -4.04981, -2.50630)  0.08
C (0.21351, -2.87798, -1.81618)  -0.80
C (1.15462, -2.12817, -2.47184)  -0.37
C (1.58462, -2.87858, -3.60106)  -0.65
C (0.88821, -4.05893, -3.59610)  -0.72
H (-0.56762, -4.79016, -2.25170)  0.19
H (-0.34558, -2.67658, -0.91868)  0.60
H (1.49578, -1.14914, -2.17681)  0.61
H (2.31837, -2.58462, -4.33358)  0.57
H (0.91271, -4.89853, -4.26994)  0.47
N (-7.36011, 3.74602, -1.94221)  0.14
C (-7.79966, 4.64035, -2.87856)  -0.58
C (-9.10806, 4.93074, -2.59863)  -0.37
C (-9.47045, 4.18204, -1.44546)  -0.61
C (-8.37005, 3.46198, -1.06454)  -0.23
H (-6.43684, 3.35422, -1.90728)  0.17
H (-7.14754, 4.99166, -3.65918)  0.37
H (-9.73602, 5.60430, -3.15678)  0.40
H (-10.42833, 4.17330, -0.95366)  0.40
H (-8.22083, 2.77454, -0.24924)  0.33
N (-5.82392, 0.79992, 3.11694)  0.16
C (-6.76041, 1.74311, 2.80176)  0.00
C (-7.56708, 1.91855, 3.89490)  -0.62
C (-7.09398, 1.04754, 4.91350)  -0.42
C (-6.01718, 0.37318, 4.40197)  -0.55
H (-5.10350, 0.47586, 2.49635)  0.19
H (-6.77112, 2.20571, 1.83135)  0.11
H (-8.40153, 2.59638, 3.95805)  0.40
H (-7.49724, 0.93059, 5.90526)  0.39
H (-5.37556, -0.37148, 4.84100)  0.39
N (0.68276, -2.42986, -7.05304)  0.02
C (0.81532, -3.09857, -8.23847)  -0.50
C (1.58025, -2.32768, -9.07272)  -0.39
C (1.92451, -1.14753, -8.35893)  -0.51
C (1.35682, -1.24262, -7.11615)  -0.41
H (0.17173, -2.75771, -6.25287)  0.22
H (0.35649, -4.06076, -8.38711)  0.37
H (1.86223, -2.58050, -10.08078)  0.39
H (2.52011, -0.32492, -8.71686)  0.40
H (1.37435, -0.57072, -6.27539)  0.42
N (3.93264, 0.01664, 0.59348)  0.15
C (4.11775, -0.64505, -0.58809)  -0.56
C (5.05788, 0.04160, -1.31176)  -0.74
C (5.45585, 1.16052, -0.53028)  -0.43
C (4.74424, 1.11359, 0.63947)  -0.62
H (3.29912, -0.25725, 1.32088)  0.26
H (3.56717, -1.54322, -0.81444)  0.58
H (5.41873, -0.22767, -2.29031)  0.41
H (6.17962, 1.91361, -0.79590)  0.46
H (4.74697, 1.76702, 1.49466)  0.39
N (8.95494, 3.20906, -0.75993)  0.03
C (9.39804, 3.70380, 0.43585)  -0.53
C (9.03440, 5.02167, 0.50536)  -0.40
C (8.34073, 5.33341, -0.69590)  -0.34
C (8.30714, 4.19445, -1.45400)  -0.55
H (9.08434, 2.26705, -1.07855)  0.20
H (9.93156, 3.07912, 1.13096)  0.38
H (9.24105, 5.68858, 1.32515)  0.39
H (7.91540, 6.28377, -0.97012)  0.41
H (7.87994, 4.00077, -2.42269)  0.39

Calculated values
**HOMO level**: -0.29625 Ha
**Largest force on an atom**: 1.0 eV Å⁻¹
**Orbital gap**: 6.60 eV
**Multiplicity**: 1
**Electronic energy**: -84756.613 eV